Record 1
C25H43F3HoO3P2S | ωB97M-V with the def2-TZVPD basis set

Values from the calculation:
Spin multiplicity: 5
Gap between HOMO and LUMO (alpha / beta) in eV: 5.36 / 5.48
Max |F| in eV/Å: 1.8
Expectation value of S²: 6.01
Total energy in Ha: -3532.40112
Charge: +1
ΔE to the lowest compared entry with this formula, charge and spin in eV: 0.607

Atoms and positions in Å:
Ho -1.452 0.675 -0.424
S -2.577 -1.978 -0.018
P -1.038 -0.998 -6.063
P -1.214 1.948 -6.338
F -1.277 -2.833 2.167
F -3.049 -1.587 2.600
F -3.278 -3.665 1.981
O -3.245 -0.617 0.048
O -1.140 -1.579 -0.317
O -3.120 -2.994 -0.853
C -2.472 -2.105 -5.738
C 0.283 -0.587 2.912
C -1.807 1.566 3.397
C -1.338 3.857 1.389
C 1.603 -1.284 -3.948
C 0.333 2.110 0.363
C 3.030 -3.157 -3.034
C 0.243 -3.912 -1.999
C -1.450 -0.462 -7.823
C 2.803 -1.841 -3.717
C 0.691 0.761 0.718
C -2.550 -2.564 1.785
C -0.087 0.409 1.882
C 0.550 2.011 -6.913
C -1.009 1.451 2.141
C 1.816 -0.050 0.200
C 1.269 -3.683 -1.172
C 2.660 -3.278 -1.514
C -1.722 3.579 -7.048
C 0.317 -2.200 -6.502
C -1.923 0.981 -7.807
C 0.950 2.970 -0.680
C 0.373 -1.705 -3.223
C -0.756 2.501 1.225
C 0.036 -3.228 -3.321
H 1.145 -3.931 -0.126
H 0.364 3.888 -0.847
H -2.318 -3.092 -6.201
H 0.215 -3.067 -5.833
H -0.629 -4.511 -1.678
H -1.214 4.394 -6.515
H 0.616 2.080 -8.007
H 0.899 -0.144 3.726
H 1.112 1.136 -6.565
H 0.371 -1.418 -2.151
H 0.644 -3.661 -4.132
H -1.700 1.512 -8.740
H -2.582 -2.212 -4.648
H -2.404 0.647 3.510
H -1.029 -3.369 -3.602
H -1.393 4.136 2.451
H 3.709 -1.349 -4.107
H 0.844 -1.414 2.476
H 3.347 -4.044 -1.096
H 1.634 -1.115 0.379
H -3.384 -1.642 -6.144
H 1.517 -0.474 -4.704
H -0.558 -0.580 -8.449
H 2.548 -4.001 -3.561
H -0.755 4.625 0.869
H 1.293 -1.720 -6.310
H -2.806 3.698 -6.935
H 2.756 0.277 0.687
H -2.369 3.867 1.005
H -0.615 -1.015 3.372
H -2.227 -1.124 -8.218
H 1.981 3.243 -0.405
H 2.943 -2.364 -0.974
H -0.478 -1.132 -3.654
H 0.241 -2.506 -7.563
H 4.114 -3.346 -3.130
H -3.009 1.031 -7.666
H -1.199 1.630 4.325
H -1.473 3.643 -8.114
H 0.998 2.912 -6.475
H 1.910 0.044 -0.891
H -2.465 2.433 3.383
H 1.018 2.459 -1.652

Record 2
C25H43F3O3P2RuS | ωB97M-V with the def2-TZVPD basis set

Values from the calculation:
Spin multiplicity: 5
Gap between HOMO and LUMO (alpha / beta) in eV: 4.80 / 4.06
Max |F| in eV/Å: 4.9
Expectation value of S²: 6.02
Total energy in Ha: -2678.62616
Charge: +2

Atoms and positions in Å:
Ru -2.236 -1.150 -2.139
S 3.299 -2.877 2.624
P -0.628 0.839 2.172
P 0.863 -1.150 1.737
F 4.487 -0.723 3.507
F 2.976 -1.521 4.902
F 4.945 -2.465 4.795
O 4.045 -2.704 1.394
O 2.334 -3.921 2.859
O 2.135 -1.340 2.585
C 1.110 3.783 0.315
C -0.615 -1.786 2.633
C 3.026 0.476 -3.088
C 3.025 2.031 0.310
C -4.418 -2.445 -0.764
C 1.909 2.686 -0.270
C -4.634 -1.485 -3.624
C -1.306 -0.554 3.237
C 0.749 2.692 -2.556
C 3.660 2.321 1.615
C -3.351 -2.770 -1.779
C -3.471 -2.303 -3.150
C 0.546 1.418 3.490
C 4.800 0.356 -0.483
C -4.253 -1.065 -0.054
C 3.550 1.127 -0.644
C -4.739 -0.100 -2.917
C -3.541 0.319 -2.097
C 1.754 2.201 -1.594
C -3.280 -0.161 -0.766
C -1.862 2.217 2.426
C 3.993 -1.841 4.086
C 2.758 1.205 -1.825
C -0.463 -0.662 -3.028
C 0.826 -2.107 0.178
H -4.499 -1.342 -4.709
H 3.133 3.121 2.147
H -0.602 0.145 -3.770
H 5.116 -0.036 -1.458
H 0.944 2.405 3.235
H 0.937 2.247 -3.538
H -5.653 -0.044 -2.312
H -1.072 -0.396 4.303
H -0.178 -1.621 -3.500
H 1.274 3.846 1.398
H 0.035 3.643 0.129
H -4.380 -3.250 -0.017
H -2.916 -3.783 -1.731
H -2.221 2.528 1.434
H 4.053 0.669 -3.453
H 4.699 2.652 1.455
H -2.398 -0.575 3.124
H 1.392 0.737 3.644
H 1.384 4.757 -0.126
H -3.037 -2.988 -3.880
H -0.029 1.495 4.420
H -2.699 0.518 -0.144
H 3.701 1.427 2.256
H 5.599 1.014 -0.096
H 0.807 -3.197 0.396
H -0.296 -2.566 3.328
H -1.272 -2.236 1.880
H -4.813 0.659 -3.707
H -0.069 -1.876 -0.424
H 1.706 -1.873 -0.436
H -0.269 2.414 -2.234
H 2.923 -0.616 -2.955
H -5.247 -0.586 0.025
H -2.724 1.886 3.034
H 4.692 -0.493 0.211
H -5.410 -2.518 -1.236
H 0.317 -0.391 -2.303
H -5.580 -2.036 -3.520
H -3.127 1.306 -2.333
H 0.769 3.795 -2.645
H 2.320 0.788 -3.871
H -3.907 -1.256 0.980
H -1.393 3.088 2.914

Record 3
C25H43N2O6PS2 | ωB97M-V with the def2-TZVPD basis set

Values from the calculation:
SMILES: O=[PH2]C1=CC(=O)c2c(S)ccc(CCCS(=O)(=O)O)c2C1=O.CCN(CC)CC.CCN(CC)CC
Gap between HOMO and LUMO in eV: 6.48
Max |F| in eV/Å: 1.6
Total energy in Ha: -2677.02922
Charge: 0

Atoms and positions in Å:
S -3.735 3.738 4.329
S -4.264 -0.702 -1.434
P 0.765 -0.032 3.675
O 0.713 -1.173 4.612
O -1.978 0.887 4.361
O -4.213 5.087 4.413
O -3.735 3.161 3.014
O -2.287 3.683 4.959
O -1.564 0.270 -0.722
N -0.030 1.432 -5.342
N 4.706 -1.433 0.764
C -4.686 2.755 5.472
C 5.803 -0.553 0.400
C -5.581 -0.256 2.288
C 0.441 0.743 -6.529
C -3.098 -0.074 1.068
C -4.738 0.297 4.546
C 1.833 0.678 -3.752
C 2.668 -2.613 0.004
C -0.620 0.627 -7.613
C -0.579 -0.101 1.318
C -1.759 0.037 0.444
C -0.697 0.095 2.625
C 3.979 -1.949 -0.381
C 4.985 -2.395 1.818
C -4.241 -0.368 0.307
C 5.778 -3.656 1.451
C -4.471 0.059 3.077
C -1.196 -0.584 -4.284
C -3.215 0.130 2.466
C 6.976 -1.145 -0.391
C -1.227 0.883 -4.730
C -5.480 1.635 4.790
C -1.993 0.413 3.253
C 1.034 1.801 -4.426
C -5.485 -0.472 0.930
H 3.752 -1.104 -1.037
H 1.277 1.319 -6.934
H -3.473 0.251 -1.926
H 1.736 2.433 -4.980
H 0.907 1.205 4.333
H 1.260 0.185 -2.968
H 5.420 -4.114 0.529
H -2.055 1.008 -5.433
H 2.107 -2.879 -0.894
H 0.348 -0.338 0.819
H -1.029 1.606 -7.864
H 2.819 -3.530 0.575
H -3.858 0.192 5.159
H -0.178 0.202 -8.515
H -4.022 2.330 6.219
H 5.669 -4.398 2.245
H 6.640 -1.737 -1.243
H 0.614 2.449 -3.653
H 6.189 -0.088 1.311
H 7.616 -1.768 0.232
H -6.543 -0.335 2.770
H -5.423 -0.492 4.851
H -0.650 -0.714 -3.351
H 6.843 -3.457 1.345
H 1.869 -0.107 2.802
H -1.442 -0.026 -7.316
H -2.215 -0.935 -4.106
H -6.396 1.466 5.341
H -0.758 -1.238 -5.039
H 4.574 -2.656 -0.981
H -1.492 1.512 -3.876
H 0.833 -0.262 -6.307
H 5.380 0.270 -0.186
H 2.055 -1.933 0.598
H -5.797 2.015 3.822
H -1.667 3.936 4.259
H -6.357 -0.725 0.351
H 2.726 1.097 -3.281
H 5.496 -1.872 2.629
H -5.382 3.446 5.924
H 4.031 -2.708 2.249
H 7.598 -0.338 -0.782
H 2.166 -0.076 -4.466

Record 4
C25H44BBrN2O7 | ωB97M-V with the def2-TZVPD basis set

Values from the calculation:
Spin multiplicity: 3
Gap between HOMO and LUMO (alpha / beta) in eV: 7.76 / 8.89
Max |F| in eV/Å: 1.1
Expectation value of S²: 2.01
Total energy in Ha: -4214.08324
Charge: 0

Atoms and positions in Å:
Br -2.572 -1.678 -1.808
O -0.661 -2.831 2.560
O 3.422 -1.654 -4.206
O 1.893 -0.611 0.224
O 1.526 -2.211 -5.286
O 0.095 2.256 -2.466
O 4.816 -0.855 -2.631
O 2.725 1.318 -0.865
N -0.661 3.280 -2.631
N -0.045 -3.142 3.637
C -0.232 4.447 -1.782
C -0.638 -1.524 -1.624
C 0.156 4.311 -4.730
C 3.702 -1.055 -2.985
C 1.429 -1.174 -3.084
C 0.092 -0.708 3.892
C -0.386 -4.531 4.097
C 2.053 -1.749 -4.327
C -0.542 -5.414 2.863
C -1.698 -4.507 4.890
C 0.217 3.891 -0.442
C -0.982 3.516 -4.078
C -1.131 2.162 -4.765
C -0.093 -2.814 -1.046
C 0.594 5.539 -3.931
C -2.322 4.245 -4.242
C 1.083 -2.116 5.639
C 0.920 5.168 -2.486
C -0.079 -2.026 4.642
C 2.417 -0.758 -2.286
C 0.746 -5.140 4.935
C -1.754 -3.421 5.963
C -1.423 -2.052 5.373
C -0.059 -1.114 -2.977
C -1.382 5.422 -1.500
B 2.351 0.003 -0.904
H -1.883 1.550 -4.265
H 1.022 -0.711 3.320
H -3.094 3.770 -3.636
H -0.346 -3.664 -1.685
H -1.405 -1.290 6.156
H -1.075 -3.660 6.786
H 1.078 3.237 -0.542
H -1.080 6.086 -0.690
H -1.639 6.057 -2.342
H -0.164 4.604 -5.732
H -2.211 -1.768 4.670
H -1.843 -5.492 5.338
H -2.628 4.185 -5.287
H -2.525 -4.353 4.190
H -0.468 -1.776 -3.746
H -0.489 -0.716 -0.908
H 0.356 -5.383 2.245
H 1.363 -0.025 0.774
H 0.992 -2.766 -0.928
H -2.278 4.887 -1.184
H 0.500 4.697 0.237
H 1.707 -5.002 4.439
H 2.588 1.712 -1.734
H -0.702 -6.442 3.191
H -0.177 6.313 -3.965
H 1.017 3.647 -4.855
H 0.957 -2.883 6.395
H 1.161 -1.166 6.169
H -0.581 3.317 0.033
H -1.450 2.330 -5.795
H 1.176 6.057 -1.906
H -2.756 -3.395 6.395
H -0.397 -0.106 -3.245
H 0.135 0.105 4.618
H 1.479 5.973 -4.401
H -0.195 1.610 -4.784
H 0.569 -6.210 5.040
H 2.026 -2.292 5.120
H 1.802 4.519 -2.476
H -0.734 -0.520 3.211
H -1.388 -5.112 2.252
H -2.284 5.299 -3.987
H 0.818 -4.735 5.940
H -0.536 -2.957 -0.061

Record 5
C25H44BF8N2O9P2 | ωB97M-V with the def2-TZVPD basis set

Values from the calculation:
Gap between HOMO and LUMO in eV: 7.90
Max |F| in eV/Å: 3.7
Total energy in Ha: -3271.97040
Charge: +1
ΔE to the lowest compared entry with this formula, charge and spin in eV: 0.000

Atoms and positions in Å:
P -0.512 2.454 -2.831
P 2.870 -1.659 -1.662
F -2.719 -4.902 0.620
F -1.580 -1.906 -1.843
F -3.357 -3.916 -1.148
F -3.108 -2.159 0.627
F -1.673 -0.458 -0.258
F 1.809 5.576 -3.220
F 1.685 -1.126 2.031
F -1.367 -2.924 1.522
O 1.051 -0.021 -5.948
O -1.559 1.570 -3.682
O -1.147 -4.770 -2.291
O -0.272 3.714 -3.799
O 0.830 -2.728 -0.157
O -1.116 2.775 -1.559
O 5.162 1.359 -3.546
O -0.203 -5.468 -0.449
O 2.711 -1.290 -4.888
N 3.779 -2.185 -0.494
N 1.042 1.513 -2.639
C 1.671 1.842 -0.237
C -5.655 -1.234 5.273
C -2.306 -4.073 -0.372
C 1.490 1.165 2.457
C 1.337 -0.632 -1.131
C 0.656 0.098 -2.361
C 4.034 1.614 -3.381
C 4.034 5.003 -2.776
C -4.928 -1.349 3.934
C -3.466 -1.790 4.024
C 3.525 1.783 -1.933
C -5.752 -2.557 6.024
C 2.000 3.747 -1.727
C 0.374 -1.738 -0.566
C 2.031 2.175 -1.730
C -1.916 -2.733 0.333
C 1.422 0.626 3.911
C -1.174 -4.811 -1.121
C 0.448 -0.821 -3.590
C -2.566 -0.906 4.881
C 1.753 0.309 0.080
C 1.118 -0.005 1.454
C 2.591 4.446 -2.978
C -1.168 -1.675 -0.557
C -2.455 0.509 4.337
B 1.461 -0.728 -4.821
H 0.857 2.049 2.307
H 0.016 -0.031 1.463
H -1.566 -1.351 4.910
H 2.670 4.020 -0.899
H 0.516 0.022 4.057
H 4.400 4.811 -1.752
H -0.372 0.191 -1.957
H -5.170 -0.487 5.908
H -6.272 -3.307 5.424
H 0.495 -1.865 -3.231
H -6.310 -2.426 6.953
H -2.917 -0.885 5.916
H -3.054 -1.829 3.014
H 1.384 1.463 4.623
H 4.024 6.094 -2.886
H 3.238 -0.687 -5.442
H 3.870 0.900 -1.377
H -0.572 -0.751 -4.002
H 0.753 2.341 0.097
H -2.201 1.217 -3.036
H 0.111 0.185 -5.830
H -4.767 -2.948 6.284
H 2.545 1.401 2.243
H -3.418 1.021 4.330
H 0.248 3.376 -4.557
H -6.667 -0.864 5.086
H 4.123 2.608 -1.518
H -1.773 1.099 4.954
H 2.604 3.820 -3.890
H 2.373 -2.751 -2.421
H -5.464 -2.062 3.299
H 4.761 4.533 -3.453
H 2.336 0.061 4.125
H -4.987 -0.385 3.417
H -2.062 0.496 3.315
H 1.036 4.166 -1.395
H 2.493 2.318 0.315
H 1.420 1.686 -3.588
H 0.621 -5.190 -0.880
H -3.420 -2.814 4.406
H 2.833 0.137 0.250
H 3.370 -1.930 0.404
H 3.372 1.679 -4.286
H 3.644 -0.843 -2.518

Record 6
C25H44F5O6P2Ti | ωB97M-V with the def2-TZVPD basis set

Values from the calculation:
Gap between HOMO and LUMO (alpha / beta) in eV: 7.62 / 7.64
Max |F| in eV/Å: 0.1
Total energy in Ha: -3462.03831
Charge: +1
ΔE to the lowest compared entry with this formula, charge and spin in eV: 0.011

Atoms and positions in Å:
Ti 1.363 0.833 1.092
P -1.008 -1.541 0.727
P -0.567 0.278 -1.613
F 2.352 -1.866 0.332
F 4.566 -1.110 -0.664
F 3.455 -1.390 2.177
F 4.980 0.322 0.896
F 3.420 0.732 -0.571
O -0.045 -0.745 1.537
O -0.396 -2.674 -0.143
O 0.602 0.769 -0.814
O -2.126 -2.244 1.562
O -1.286 1.478 -2.291
O -0.187 -0.752 -2.714
C 2.882 -0.805 1.082
C 0.641 1.591 3.217
C -0.983 1.637 -4.709
C 0.504 -4.066 1.713
C -3.010 -1.736 2.617
C 2.750 2.105 2.183
C 0.038 -4.026 0.273
C 2.014 1.519 3.274
C 0.757 4.309 -0.983
C 2.092 3.020 1.299
C -1.090 -4.986 -0.029
C -0.043 3.953 0.265
C -3.007 0.463 -3.727
C -0.545 5.213 0.978
C 1.114 -1.476 -2.757
C -1.989 1.573 -3.583
C -1.774 -0.485 -0.515
C -2.324 -0.733 3.517
C 0.713 3.095 1.253
C 2.740 0.823 4.384
C 2.101 -0.637 -3.532
C -4.276 -1.207 1.980
C 0.817 -2.815 -3.383
C 4.010 -0.258 0.193
C -0.025 2.238 2.127
H -0.915 3.368 -0.048
H -5.008 -0.986 2.756
H 3.115 1.563 5.094
H -1.388 -1.128 3.909
H 0.942 -5.047 1.901
H 0.297 5.824 1.309
H -1.147 4.966 1.854
H -0.747 -6.008 0.133
H 0.883 -4.208 -0.390
H 2.082 0.138 4.918
H -1.940 -4.798 0.627
H 2.237 0.339 -3.067
H -2.988 -0.508 4.352
H -2.521 -0.511 -3.806
H -2.273 0.331 0.014
H -2.499 2.530 -3.487
H -3.581 0.624 -4.640
H -4.085 -0.282 1.431
H 1.589 4.975 -0.748
H -1.413 -4.895 -1.066
H 3.068 -1.141 -3.542
H 1.438 -1.600 -1.725
H 1.262 -3.312 1.907
H -0.331 -3.937 2.402
H -4.707 -1.942 1.301
H -2.513 -1.038 -1.095
H 3.827 2.043 2.183
H -2.114 0.197 2.986
H -0.235 2.404 -4.513
H -1.106 2.249 2.087
H 1.731 -3.410 -3.409
H -1.155 5.814 0.303
H -3.708 0.459 -2.891
H 1.151 3.417 -1.472
H 0.051 1.068 3.958
H -1.500 1.892 -5.634
H 0.458 -2.692 -4.405
H -0.486 0.678 -4.846
H 0.066 -3.354 -2.805
H 2.691 3.571 0.586
H 1.770 -0.505 -4.563
H 0.117 4.834 -1.692
H 3.590 0.261 4.002
H -3.235 -2.640 3.183

The highest charge belongs to which entry?
C25H43F3O3P2RuS

Which value of charge does entry 4 give?
0